120
Properties=species:S:1:pos:R:3:forces:R:3 method="wB97M-V/def2-TZVPD" e_lumo_ev="2.360 / 2.396" total_energy_ev=-60238.2135 mol_weight_g_mol=666.0 relative_energy_kcal_mol=13.6 multiplicity=2 orbital_gap_ev="1.4 / 8.5" charge=-1
C -2.3233 -4.8433 -4.2940 -0.57 -0.16 1.13
O -2.5240 -3.4499 -4.4403 0.67 -0.54 -0.92
C -1.3150 -2.7556 -4.6533 0.00 1.87 1.20
C -1.7033 -1.2539 -4.8509 -0.11 -1.07 -0.75
N -2.5634 -1.1175 -6.0493 -0.36 -0.05 0.44
C -3.5704 -0.0651 -5.8587 -0.18 0.33 -0.88
C -4.6052 0.0255 -7.0113 1.09 -1.48 0.29
O -5.6653 -0.9966 -6.9659 0.39 1.88 -0.82
C -6.5720 -0.6685 -8.0415 0.22 -0.18 0.75
H -1.7285 -5.0253 -3.3989 -0.11 -0.13 0.30
H -1.8247 -5.4317 -5.0643 0.10 0.67 -0.78
H -3.3258 -5.2535 -4.1721 0.12 -0.17 0.17
H -0.6280 -3.2589 -5.3336 -0.45 0.29 -0.89
H -0.7002 -2.6876 -3.7558 -0.09 -0.46 0.66
H -0.8041 -0.6391 -4.8096 0.07 0.11 -0.63
H -2.2901 -0.9159 -3.9968 0.03 -0.40 0.53
H -3.1430 -1.9370 -5.9373 0.05 -0.70 -0.54
H -3.0357 0.8837 -5.9023 -0.11 0.25 0.32
H -4.0650 -0.1841 -4.8947 -0.20 0.25 0.23
H -4.0074 -0.1578 -7.9042 0.00 -0.17 -0.36
H -4.9279 1.0599 -7.1297 -0.84 -0.06 0.42
H -6.9474 0.3441 -7.8939 -0.15 0.13 0.00
H -7.4193 -1.3541 -8.0507 0.18 -0.12 0.23
H -6.0948 -0.7001 -9.0210 0.28 -0.12 -0.06
C -0.9811 -8.6299 -2.1650 -1.18 -0.04 -0.24
O -1.4542 -7.3270 -1.7772 1.07 -1.47 -1.12
C -1.3916 -7.1664 -0.3647 -0.81 1.12 -1.25
C -1.5038 -5.6221 -0.1758 -0.23 -0.36 1.71
N -1.6354 -5.2647 1.2486 -1.39 -1.73 0.72
C -2.8567 -5.9065 1.9242 1.91 -0.53 -1.14
C -3.2133 -5.1538 3.1653 -0.71 -0.15 -1.33
O -3.6229 -3.8457 2.8340 -0.44 1.66 -0.96
C -4.8398 -3.6596 2.0048 0.88 -0.37 1.26
H -1.1593 -8.8050 -3.2260 0.62 0.79 -0.28
H -1.5911 -9.4595 -1.8075 -0.47 0.09 0.94
H 0.0293 -8.8891 -1.8486 0.29 0.55 -0.16
H -0.5125 -7.7190 -0.0330 0.00 0.45 0.75
H -2.3472 -7.5853 -0.0494 0.28 -0.41 0.92
H -2.4573 -5.3810 -0.6457 0.07 0.20 -0.71
H -0.6753 -5.0771 -0.6283 -0.06 -0.14 -0.04
H -1.4791 -4.3207 1.5717 -0.22 0.13 -0.69
H -2.5238 -6.9153 2.1683 0.02 -0.16 0.53
H -3.7099 -6.1404 1.2874 -0.14 0.73 -0.60
H -2.2500 -5.1878 3.6743 -0.37 0.88 0.86
H -4.0435 -5.6066 3.7072 0.28 -0.56 0.34
H -4.9403 -4.3370 1.1568 0.15 -0.38 0.29
H -4.8946 -2.6659 1.5603 0.75 0.16 0.34
H -5.6806 -3.7124 2.6965 -0.27 -0.38 -0.18
C 9.9468 1.0845 1.1862 -0.20 0.94 -0.48
O 8.9418 2.0977 1.1091 -0.23 -2.83 -1.88
C 9.0971 3.2403 1.8005 0.46 0.35 1.89
C 8.9131 3.0187 3.3506 -0.42 2.23 -0.76
N 7.6555 3.6165 3.9168 1.17 -0.86 0.26
C 6.3756 3.0047 3.6067 -0.92 0.13 -1.83
C 5.8310 3.3938 2.1923 0.08 0.30 -0.33
O 4.4394 3.3834 2.0440 -1.11 0.52 0.48
C 3.9000 2.3267 1.2644 0.49 0.27 0.80
H 9.9450 0.5518 2.1372 -0.25 -0.26 -0.09
H 10.9492 1.4886 1.0444 0.21 0.47 0.16
H 9.7969 0.4694 0.2989 -0.27 -0.41 0.44
H 8.4118 3.9513 1.3392 -0.28 0.14 0.65
H 10.0918 3.6475 1.6192 0.43 0.16 0.13
H 9.7093 3.6327 3.7715 -0.01 0.13 0.36
H 9.1074 2.0342 3.7761 -0.17 -0.55 -0.82
H 7.7940 3.2922 4.8632 -0.19 0.76 0.73
H 5.6660 3.4003 4.3333 -0.10 -0.16 0.02
H 6.3821 1.9150 3.6308 0.01 -0.29 0.35
H 6.1757 2.7294 1.3999 0.91 0.08 0.09
H 6.0688 4.4313 1.9578 0.77 0.02 0.11
H 4.5259 1.4813 1.5504 -0.88 -0.84 -0.24
H 3.9412 2.4451 0.1816 0.37 0.44 -0.18
H 2.8417 2.3211 1.5252 0.10 -0.74 0.14
C -3.9942 4.8318 -3.0793 -0.81 -0.62 1.62
O -3.0833 3.8167 -3.2829 1.45 0.26 -2.70
C -2.8903 2.7332 -2.4298 -0.52 -0.14 0.65
C -1.6398 1.9742 -2.7974 1.60 -0.25 -0.24
N -0.4363 2.1763 -1.9207 -0.79 -0.32 -0.20
C -0.4390 1.6704 -0.5362 -1.99 -0.46 -0.50
C -0.6378 0.1217 -0.2808 0.05 -0.95 -1.36
O -1.8112 -0.5013 -0.9505 0.96 1.93 0.65
C -1.6947 -1.8821 -1.0916 0.28 -0.20 -0.47
H -5.0075 4.4414 -2.9844 -0.37 -0.24 0.33
H -4.1101 5.5541 -3.8873 0.98 -0.13 -0.16
H -3.6997 5.2771 -2.1290 -0.43 0.81 0.08
H -3.6984 2.0144 -2.5656 -0.51 0.08 0.30
H -2.8513 3.0688 -1.3934 -0.11 -0.03 0.28
H -1.3696 2.2840 -3.8069 0.24 0.47 0.02
H -1.9062 0.9338 -2.9838 0.10 -0.22 0.71
H 0.4437 2.0441 -2.3984 -0.20 -0.26 -0.10
H -1.2916 2.2032 -0.1152 0.01 -0.12 0.61
H 0.4558 2.0621 -0.0524 0.06 -0.43 0.11
H -0.6564 -0.3182 0.7163 -0.09 1.09 0.74
H 0.2497 -0.3723 -0.6762 0.21 -0.05 -0.52
H -2.3354 -2.1305 -1.9377 -0.02 -0.39 0.06
H -1.9579 -2.4932 -0.2282 -0.41 0.21 0.46
H -0.6645 -2.1673 -1.3050 0.25 -0.06 -0.35
C -2.1894 -0.2094 3.6154 1.33 1.08 0.19
O -1.8780 1.1929 3.5494 -5.60 -0.92 -0.38
C -0.6865 1.6475 4.0018 0.97 -1.28 -0.88
C -0.8048 3.0572 4.4238 -0.53 0.67 -0.27
N 0.4485 3.6892 4.5256 1.58 -0.22 1.13
C 0.5246 4.8673 5.3777 -0.40 -1.90 -0.16
C 1.9549 5.1847 5.8170 -1.72 0.25 -3.59
O 2.2769 6.0819 4.6380 1.67 -0.14 3.02
C 3.4767 6.8045 4.9616 -0.34 -0.24 -0.55
H -3.0002 -0.5128 2.9531 -0.05 0.60 -0.01
H -2.4402 -0.4484 4.6489 0.09 -0.40 0.06
H -1.2859 -0.7123 3.2705 0.01 -0.64 0.23
H -0.2276 1.4756 3.0281 2.58 0.51 0.61
H -0.3645 1.0698 4.8681 0.77 -0.32 -0.22
H -1.2689 3.0247 5.4095 -0.19 0.28 0.16
H -1.4806 3.5860 3.7517 -0.47 0.06 -0.20
H 1.1276 3.5865 3.7851 -0.34 0.24 -0.04
H -0.0828 4.6167 6.2474 -0.16 0.13 0.18
H 0.0296 5.6610 4.8181 0.33 0.84 0.56
H 2.5926 4.3064 5.7177 -0.02 -0.03 0.25
H 1.9183 5.5302 6.8501 0.64 1.06 -0.28
H 4.4087 6.2493 4.8556 -0.05 -0.63 -0.13
H 3.4251 7.0918 6.0118 0.05 0.67 -0.09
H 3.5619 7.6199 4.2433 -0.16 0.30 0.36

---

124
Properties=species:S:1:pos:R:3:forces:R:3 method="wB97M-V/def2-TZVPD" e_lumo_ev=1.993 total_energy_ev=-83309.4137 mol_weight_g_mol=918.0 relative_energy_kcal_mol=0.0 orbital_gap_ev=6.3 charge=-1
C -4.2787 4.1388 -3.9799 -0.16 -0.20 0.05
Si -2.4487 3.7012 -4.2139 0.14 0.54 -0.05
C -1.7644 4.7567 -5.6455 -0.03 -0.07 -0.08
C -2.4627 1.9118 -4.8871 0.00 -0.01 -0.01
Ta -0.9459 3.9704 -1.9724 0.29 -0.85 1.93
C 0.2735 4.6332 -0.1572 -0.21 0.37 -0.50
C 1.7734 4.6990 -0.5018 0.07 -0.06 -0.12
C 2.6941 4.0967 0.5692 -0.05 0.04 0.12
C 2.8805 2.5814 0.4018 -0.24 -0.12 0.03
S 4.5391 2.0034 0.5695 0.16 0.28 0.05
O 4.5394 0.6394 0.9843 0.02 -0.11 -0.17
O 5.3170 2.4602 -0.5445 0.03 -0.09 0.02
O 5.0721 2.8007 1.8573 -0.01 0.03 0.18
C -2.5614 2.8421 -0.7940 -0.24 -0.17 -0.34
C -2.8122 1.3516 -0.8506 -0.28 -0.03 -0.02
O -1.8430 0.6335 -1.6647 0.32 -0.18 -0.02
C -2.2739 -0.3809 -2.4059 -0.62 0.45 0.20
O -1.5680 -1.1881 -2.9307 0.34 -0.16 -0.11
H -4.4180 5.1342 -3.5517 0.04 -0.01 -0.06
H -4.8626 4.0577 -4.9038 0.05 0.06 0.01
H -4.7113 3.4173 -3.2752 -0.06 0.09 0.00
H -1.1851 5.5965 -5.2607 -0.08 0.02 -0.02
H -2.5472 5.1332 -6.3138 0.02 -0.04 0.01
H -1.0830 4.1371 -6.2382 0.01 0.06 0.00
H -3.3322 1.3485 -4.5308 0.05 0.01 0.03
H -2.5045 1.9224 -5.9818 -0.04 -0.02 0.04
H -1.5602 1.3710 -4.5918 -0.04 -0.02 -0.05
H 0.2267 2.5884 -2.3988 0.16 0.22 -0.39
H 0.1381 4.9914 -3.0693 -0.30 -0.15 -0.17
H -1.9317 5.5461 -1.8170 0.24 0.00 -0.46
H -0.0581 5.5964 0.2391 0.03 -0.12 0.21
H 0.1005 3.8742 0.6222 -0.11 -0.02 -0.09
H 2.0569 5.7395 -0.6761 -0.05 -0.03 0.00
H 1.9921 4.1765 -1.4410 0.02 0.12 0.00
H 2.2504 4.2717 1.5529 0.20 0.11 0.02
H 3.6633 4.6040 0.5473 -0.01 -0.04 -0.08
H 2.3282 1.9942 1.1357 -0.12 0.07 -0.09
H 2.5810 2.2647 -0.6018 0.01 -0.10 0.08
H 5.3991 3.6647 1.5720 0.02 -0.01 -0.03
H -2.3605 3.1349 0.2449 0.13 0.09 -0.07
H -3.4903 3.3537 -1.0754 0.10 0.10 0.03
H -3.8060 1.1301 -1.2579 0.05 0.01 -0.04
H -2.7579 0.8865 0.1370 0.03 0.02 -0.02
H -3.3786 -0.3983 -2.5076 0.09 -0.02 0.04
C -0.9756 -4.4578 -2.6713 0.02 -0.03 0.04
O -1.4639 -5.4169 -1.7380 0.00 -0.06 -0.08
C -2.8723 -5.5076 -1.7191 0.00 0.07 0.10
C -3.3777 -6.7291 -2.4549 -0.02 -0.05 -0.07
O -3.1170 -6.6624 -3.8461 -0.04 -0.01 -0.01
C -1.9893 -7.4093 -4.2525 0.04 0.04 0.00
H 0.1072 -4.5643 -2.6985 0.00 0.01 0.02
H -1.3816 -4.6366 -3.6703 0.02 0.01 -0.01
H -1.2270 -3.4412 -2.3660 0.00 -0.02 -0.02
H -3.3195 -4.6059 -2.1528 -0.01 -0.01 0.00
H -3.1931 -5.5738 -0.6730 -0.01 0.00 -0.01
H -4.4631 -6.8024 -2.3296 0.01 0.01 0.03
H -2.9256 -7.6311 -2.0265 0.00 0.01 0.01
H -2.1758 -8.4864 -4.1648 -0.01 0.00 0.02
H -1.1040 -7.1539 -3.6647 0.00 0.00 -0.01
H -1.8062 -7.1681 -5.2983 0.00 -0.02 0.00
C -7.5519 1.0566 -3.5890 0.01 0.00 0.00
O -7.6566 2.4573 -3.4429 0.04 0.02 -0.01
C -8.9570 2.9205 -3.1456 -0.01 -0.04 -0.01
C -9.0941 3.2772 -1.6812 0.03 0.04 0.04
O -8.9648 2.1418 -0.8438 -0.01 -0.01 -0.01
C -7.6849 2.0185 -0.2507 0.01 -0.02 -0.01
H -6.4901 0.8242 -3.6555 0.00 0.00 -0.02
H -7.9873 0.5257 -2.7376 0.01 0.00 0.01
H -8.0432 0.7160 -4.5079 -0.02 0.01 0.01
H -9.7064 2.1676 -3.4163 -0.01 0.01 0.01
H -9.1425 3.8172 -3.7457 0.00 -0.01 -0.01
H -10.0825 3.7141 -1.5070 -0.01 -0.01 0.00
H -8.3390 4.0276 -1.4232 -0.02 0.01 0.00
H -7.5195 2.8018 0.4972 0.00 0.01 -0.01
H -6.8875 2.0727 -0.9960 0.00 -0.01 0.00
H -7.6538 1.0481 0.2420 0.00 0.01 0.01
C 8.8465 4.5659 4.2138 -0.02 -0.02 -0.01
O 10.0560 4.0232 3.7245 0.01 0.00 -0.02
C 10.6473 3.0670 4.5866 -0.03 0.04 0.03
C 10.3710 1.6468 4.1456 0.04 -0.11 0.04
O 8.9995 1.3142 4.2589 -0.01 0.00 0.04
C 8.2958 1.3341 3.0277 -0.05 0.00 -0.01
H 8.4233 5.1730 3.4151 0.00 0.01 0.01
H 8.1336 3.7843 4.4888 -0.01 0.01 -0.01
H 9.0241 5.2062 5.0858 0.01 -0.02 0.01
H 10.2859 3.2035 5.6122 0.02 0.01 0.00
H 11.7279 3.2388 4.5816 0.00 -0.01 0.00
H 10.9325 0.9636 4.7925 0.02 0.01 0.00
H 10.7200 1.5055 3.1168 -0.02 0.00 0.00
H 8.6068 0.5056 2.3830 0.02 0.01 -0.01
H 8.4498 2.2750 2.4936 -0.01 0.00 -0.01
H 7.2378 1.2220 3.2543 0.00 -0.01 -0.01
C -8.5571 -6.9361 -0.4768 0.02 0.01 0.00
O -8.9703 -7.0707 -1.8218 0.01 -0.01 -0.03
C -9.8776 -6.0693 -2.2466 -0.03 0.00 0.05
C -9.1962 -4.9899 -3.0594 0.03 0.01 -0.05
O -8.2781 -4.2449 -2.2830 -0.01 -0.01 0.07
C -6.9264 -4.6124 -2.4858 0.03 0.01 -0.02
H -7.7639 -7.6634 -0.3119 -0.01 -0.01 0.01
H -8.1752 -5.9332 -0.2695 0.01 0.00 0.00
H -9.3813 -7.1499 0.2133 -0.01 0.01 -0.01
H -10.3740 -5.6138 -1.3824 -0.01 -0.01 -0.01
H -10.6426 -6.5517 -2.8628 0.01 0.00 -0.01
H -9.9557 -4.2981 -3.4368 0.00 0.00 0.00
H -8.6919 -5.4427 -3.9202 -0.01 0.01 0.00
H -6.5802 -4.3086 -3.4793 0.00 -0.03 -0.01
H -6.7823 -5.6905 -2.3747 0.01 0.00 0.00
H -6.3335 -4.0921 -1.7354 -0.01 0.02 0.00
C 12.3316 -2.0352 6.8754 0.01 -0.01 0.01
O 11.3762 -0.9950 6.8789 0.00 0.02 0.02
C 10.0322 -1.4501 6.8066 -0.02 0.05 -0.12
C 9.3500 -1.4089 8.1543 -0.01 0.03 0.05
O 9.9252 -2.3234 9.0744 0.02 -0.02 -0.02
C 10.8018 -1.7210 10.0032 0.01 0.00 0.00
H 13.3012 -1.5815 7.0756 0.01 -0.01 -0.01
H 12.1178 -2.7830 7.6442 0.01 0.00 0.00
H 12.3707 -2.5342 5.9005 -0.02 0.00 0.00
H 9.9967 -2.4686 6.4058 0.00 0.00 0.00
H 9.4950 -0.7928 6.1158 -0.01 0.00 0.00
H 8.2979 -1.6785 8.0275 0.00 0.00 0.00
H 9.3932 -0.3901 8.5545 -0.02 0.00 0.00
H 10.2552 -1.0866 10.7105 -0.01 0.01 -0.01
H 11.5647 -1.1156 9.5062 0.01 -0.01 0.00
H 11.2852 -2.5251 10.5560 -0.01 0.01 0.01